{
  "formula": "F12NO3P2Rb",
  "method": "the ωB97M-V functional and the def2-TZVPD basis",
  "relative_energy_ev": 0.815,
  "e_tot_ha": -2186.17966,
  "total_charge": -2,
  "e_homo_ev": -2.78,
  "gap_ev": 7.3,
  "multiplicity": 1,
  "species": ["Rb", "P", "F", "F", "F", "F", "F", "F", "P", "F", "F", "F", "F", "F", "F", "N", "O", "O", "O"],
  "coordinates": [[-0.14, -0.23, 0.19], [3.62, 0.15, 0.14], [4.53, -1.14, -0.30], [2.41, -0.31, -0.90], [2.93, -0.71, 1.31], [2.63, 1.38, 0.53], [4.83, 0.80, 1.01], [4.29, 1.10, -1.07], [-2.98, 1.94, -1.37], [-4.31, 2.68, -0.80], [-2.38, 3.43, -1.70], [-2.29, 1.82, 0.10], [-1.57, 1.34, -2.01], [-3.63, 0.38, -1.14], [-3.71, 1.98, -2.88], [-0.99, -3.63, 2.23], [-0.61, -2.96, 1.26], [-2.14, -3.43, 2.65], [-0.48, -4.61, 2.73]],
  "mulliken_charge": [0.9424, 1.1706, -0.3662, -0.3991, -0.3078, -0.3413, -0.3472, -0.3892, 1.1932, -0.3478, -0.3545, -0.3388, -0.3793, -0.3589, -0.3878, 0.8921, -0.6176, -0.6352, -0.6275]
}